1.
The following is a DFT calculation (wB97M-V/def2-TZVPD) of C22H27N3O7S in the gas phase in a non-equilibrium geometry.

Results
LUMO energy   -0.24 eV
SMILES   COc1cc(C(=O)NNC(=O)c2ccc(S(=O)(=O)N3CCCCC3)cc2)cc(OC)c1OC
DFT total energy   -1943.624982 Eh
Energy relative to the best compared isomer or geometry (same formula, charge and spin)   303.97 kJ/mol
HOMO energy   -8.22 eV
Multiplicity   1

CARTESIAN COORDINATES (ANGSTROEM)
1 C -0.28127 -0.36297 -2.76912
2 O -0.38740 0.71792 -1.87191
3 C -1.55838 0.87468 -1.17168
4 C -2.61017 -0.03430 -1.26752
5 C -3.75460 0.11836 -0.50388
6 C -4.81157 -0.94462 -0.51780
7 O -5.86554 -0.89370 -1.10034
8 N -4.50040 -2.00630 0.29733
9 N -3.25559 -2.13880 0.89551
10 C -2.17412 -2.55505 0.16372
11 O -2.29796 -3.23096 -0.83387
12 C -0.83981 -2.08810 0.64120
13 C 0.28015 -2.80686 0.22200
14 C 1.55096 -2.30409 0.42724
15 C 1.69592 -1.07153 1.03607
16 S 3.33369 -0.35422 1.19683
17 O 4.08452 -1.10821 2.15562
18 O 3.16410 1.05494 1.42904
19 N 3.94763 -0.70444 -0.31944
20 C 3.41101 0.12739 -1.37731
21 C 4.10705 1.48554 -1.46422
22 C 5.61586 1.28767 -1.59439
23 C 6.12358 0.45126 -0.42155
24 C 5.38500 -0.88509 -0.38393
25 C 0.60103 -0.36329 1.49108
26 C -0.67209 -0.87078 1.29842
27 C -3.89648 1.21471 0.33552
28 C -2.87433 2.14709 0.41880
29 O -2.90545 3.25599 1.20422
30 C -4.09461 3.55642 1.89297
31 C -1.67590 1.97646 -0.31213
32 O -0.76945 2.96226 -0.08236
33 C 0.55306 2.89617 -0.56617
34 H 0.70678 -0.26761 -3.21707
35 H -1.04045 -0.30733 -3.55478
36 H -0.35458 -1.32651 -2.25584
37 H -2.54360 -0.87364 -1.93850
38 H -5.08052 -2.83584 0.24247
39 H -3.10772 -1.56453 1.71534
40 H 0.12682 -3.74425 -0.29152
41 H 2.42995 -2.83292 0.09634
42 H 2.34396 0.25175 -1.18232
43 H 3.53350 -0.42221 -2.31767
44 H 3.88934 2.04478 -0.55381
45 H 3.71413 2.04109 -2.31707
46 H 6.11887 2.25573 -1.61179
47 H 5.84026 0.77276 -2.53277
48 H 5.93192 0.97990 0.51438
49 H 7.19671 0.27525 -0.50906
50 H 5.66424 -1.46157 0.49835
51 H 5.60533 -1.47102 -1.28291
52 H 0.75846 0.59386 1.96305
53 H -1.51915 -0.27897 1.61074
54 H -4.80260 1.32497 0.90793
55 H -3.91439 4.51268 2.38110
56 H -4.32492 2.80287 2.65411
57 H -4.94371 3.65240 1.20924
58 H 1.01971 3.81753 -0.21863
59 H 1.09628 2.04463 -0.14913
60 H 0.59027 2.85721 -1.65592



2.
The following is a DFT calculation (wB97M-V/def2-TZVPD) of 7 unconnected molecules or ions with the total composition C18H52N2O12 in a non-equilibrium geometry.

Results
LUMO energy (spin up / spin down)   -2.70 / -8.30 eV
⟨S²⟩   0.7562
Charge   +1
DFT total energy   -1728.874249 Eh
Energy relative to the best compared isomer or geometry (same formula, charge and spin)   0.00 kJ/mol
HOMO energy (spin up / spin down)   -11.09 / -11.09 eV
Multiplicity   2

CARTESIAN COORDINATES (ANGSTROEM)
1 C 1.12359 0.62551 4.84283
2 C -0.36923 0.55933 4.75289
3 C -0.88117 1.07716 6.10791
4 O -2.37005 1.09289 6.12336
5 C -3.02828 1.99257 7.09993
6 N -0.84449 1.38755 3.70706
7 H 1.49158 0.02701 5.67619
8 H 1.61588 1.59795 4.85319
9 H 1.65782 0.10180 4.05010
10 H -0.84810 -0.37242 4.45182
11 H -0.47601 2.06258 6.33790
12 H -0.53025 0.48332 6.95188
13 H -3.37341 2.86460 6.54448
14 H -2.31259 2.25985 7.87740
15 H -3.90775 1.45921 7.46072
16 H -1.79267 1.03988 3.69385
17 H -1.04654 2.29706 4.09702
18 C -3.48440 0.41846 -1.89246
19 C -3.82202 1.34124 -3.05644
20 C -2.62545 2.22074 -3.36927
21 O -2.17286 3.08191 -2.34136
22 C -1.61643 4.33998 -2.78934
23 N -4.19714 0.69472 -4.26752
24 H -2.94177 0.84441 -1.04853
25 H -2.79551 -0.36129 -2.21729
26 H -4.40223 -0.07928 -1.57955
27 H -4.66073 1.99026 -2.80460
28 H -2.78086 2.78998 -4.28573
29 H -1.72672 1.64646 -3.59426
30 H -0.73761 4.27326 -3.43068
31 H -1.36846 4.73648 -1.80476
32 H -2.33109 5.03730 -3.22650
33 H -4.71980 1.40470 -4.76035
34 H -3.43266 0.32055 -4.81128
35 C 0.55136 -1.41655 -0.65726
36 C -0.19297 -0.68184 0.46648
37 O 0.54655 -0.60080 1.70715
38 O 1.37811 -0.55675 -1.43901
39 H -0.15007 -1.92114 -1.32171
40 H 1.25915 -2.16544 -0.30186
41 H -1.06434 -1.26753 0.75936
42 H -0.56654 0.31064 0.21441
43 H 0.15964 -0.10153 2.43008
44 H 2.25698 -0.41652 -1.07911
45 C 0.45171 -1.68896 -4.75897
46 C -0.63790 -0.57446 -4.62314
47 O -1.90216 -1.06193 -5.13146
48 O 0.49910 -2.26301 -6.04679
49 H 0.22905 -2.50763 -4.07464
50 H 1.43260 -1.33437 -4.44239
51 H -0.40231 0.44019 -4.94419
52 H -0.84059 -0.39552 -3.56721
53 H -1.83358 -1.57545 -5.93967
54 H 1.04489 -3.03740 -5.89175
55 C -1.80098 -5.08491 -0.53868
56 C -2.46191 -4.57109 -1.84456
57 O -3.89911 -4.65996 -1.70853
58 O -0.34273 -5.05119 -0.66105
59 H -2.08993 -6.11540 -0.33200
60 H -2.06903 -4.55301 0.37418
61 H -2.04431 -5.02593 -2.74280
62 H -2.21173 -3.52784 -2.03727
63 H -4.19572 -4.23572 -0.90005
64 H -0.05155 -5.60249 0.06894
65 C 2.65835 1.99921 2.32324
66 C 2.66620 2.62550 0.96482
67 O 3.99546 2.71684 0.45561
68 O 3.14717 0.65479 2.13890
69 H 1.66695 1.93391 2.77151
70 H 3.23808 2.56193 3.05490
71 H 2.45708 3.65428 1.25804
72 H 1.95544 2.21383 0.24828
73 H 4.09734 1.87113 0.01289
74 H 2.40249 0.05316 2.06748
75 C 5.28897 -0.83837 -0.48419
76 C 6.44495 -0.45984 0.54040
77 O 5.80423 -0.37053 1.81516
78 O 4.46899 0.25670 -0.83052
79 H 4.71972 -1.71733 -0.18173
80 H 5.76291 -1.13775 -1.41898
81 H 6.88320 0.49759 0.25873
82 H 7.20119 -1.24391 0.50270
83 H 5.12213 0.30257 1.87252
84 H 4.67483 0.41412 -1.75489



3.
The following is a DFT calculation (wB97M-V/def2-TZVPD) of C11H10N2O4S in the gas phase in a non-equilibrium geometry.

Results
LUMO energy   -1.79 eV
SMILES   CS(=O)(=O)c1ccc2nc(CC(=O)O)cnc2c1
DFT total energy   -1233.573352 Eh
HOMO energy   -9.48 eV
Multiplicity   1

CARTESIAN COORDINATES (ANGSTROEM)
1 C 5.25990 -1.05721 0.60185
2 S 4.25655 0.13550 -0.40543
3 O 4.64746 0.11609 -1.86983
4 O 4.59877 1.52387 0.14048
5 C 2.41854 -0.05181 -0.15303
6 C 1.90233 -0.36997 1.29537
7 C 0.38297 -0.48975 1.53561
8 C -0.69846 -0.29350 0.38877
9 N -2.08027 -0.40067 0.78269
10 C -2.91557 -0.19375 -0.35634
11 C -4.51408 -0.24687 -0.09816
12 C -5.00886 1.27633 0.19567
13 O -5.85251 1.88002 -0.51145
14 O -4.45252 1.88626 1.36402
15 C -2.42521 0.05905 -1.81346
16 N -1.05257 0.15602 -2.18598
17 C -0.18785 -0.00356 -1.04546
18 C 1.37050 0.12145 -1.29632
19 H 4.88596 -1.00355 1.69171
20 H 6.33868 -0.64358 0.62183
21 H 5.25367 -2.12851 0.19270
22 H 2.65319 -0.49845 2.14142
23 H 0.01420 -0.73067 2.60364
24 H -4.74228 -0.82310 0.88149
25 H -5.07618 -0.72834 -0.97324
26 H -3.46782 1.96602 1.28734
27 H -3.21652 0.17660 -2.64138
28 H 1.70798 0.36610 -2.37451



4.
The following is a DFT calculation (wB97M-V/def2-TZVPD) of C20H36N4O5S2 in the gas phase.

Results
LUMO energy   0.63 eV
SMILES   C=COCCNC(=S)N1CCOCCOCCN(C(=S)NCCOC=C)CCOCC1
DFT total energy   -2175.213810 Eh
Energy relative to the best compared isomer or geometry (same formula, charge and spin)   0.00 kJ/mol
HOMO energy   -8.02 eV
Multiplicity   1

CARTESIAN COORDINATES (ANGSTROEM)
1 C 2.34342 -3.82407 2.60352
2 C 1.72951 -4.30146 1.53427
3 O 1.21195 -3.49798 0.56214
4 C 0.48593 -4.14818 -0.45993
5 C -0.94466 -4.50466 -0.03111
6 N -1.81580 -3.36346 0.08299
7 C -2.47864 -2.87137 -0.99446
8 S -2.27498 -3.52039 -2.51022
9 N -3.36386 -1.87089 -0.76829
10 C -4.01846 -1.22876 -1.88837
11 C -3.08213 -0.32291 -2.68977
12 O -2.59159 0.70210 -1.84964
13 C -1.83552 1.69286 -2.50400
14 C -0.46809 1.24310 -3.04353
15 O 0.49595 1.01166 -2.04392
16 C 0.31486 -0.18994 -1.30749
17 C 1.45416 -0.32769 -0.29225
18 N 1.25210 0.41483 0.93226
19 C 1.56553 1.72925 1.06257
20 S 1.49954 2.48742 2.54187
21 N 1.96381 2.39675 -0.03941
22 C 2.36103 3.78005 0.00646
23 C 3.83813 3.91937 0.42149
24 O 4.23706 5.26480 0.47707
25 C 3.81948 5.96105 1.57110
26 C 3.96326 7.27196 1.66811
27 C 0.63868 -0.26080 2.05399
28 C -0.84801 0.07330 2.20024
29 O -1.60740 -0.79643 1.38138
30 C -2.93354 -0.35563 1.17267
31 C -3.75911 -1.49569 0.57034
32 H 2.75851 -4.49087 3.33411
33 H 2.45844 -2.76877 2.77072
34 H 1.62445 -5.36800 1.36391
35 H 1.00605 -5.05948 -0.77846
36 H 0.44831 -3.45173 -1.29999
37 H -1.37109 -5.17668 -0.77971
38 H -0.91901 -5.00823 0.94007
39 H -1.59324 -2.69960 0.81602
40 H -4.84975 -0.63727 -1.50547
41 H -4.39789 -1.99710 -2.57103
42 H -3.63952 0.11394 -3.53126
43 H -2.26466 -0.93176 -3.09170
44 H -1.67969 2.47316 -1.75385
45 H -2.41219 2.11043 -3.34347
46 H -0.57800 0.35063 -3.67393
47 H -0.06093 2.05397 -3.65306
48 H -0.64715 -0.18890 -0.78682
49 H 0.33717 -1.04117 -2.00364
50 H 1.54792 -1.38002 -0.02077
51 H 2.39007 -0.01014 -0.76242
52 H 1.74872 1.99823 -0.94232
53 H 1.74654 4.31498 0.74098
54 H 2.21410 4.22806 -0.97723
55 H 3.97805 3.42634 1.39217
56 H 4.48306 3.44065 -0.32038
57 H 3.38142 5.36911 2.36798
58 H 3.65539 7.79318 2.55380
59 H 4.39982 7.84656 0.87158
60 H 1.15364 0.05305 2.96655
61 H 0.74650 -1.33677 1.91964
62 H -1.16073 -0.04568 3.24722
63 H -1.01824 1.11694 1.90964
64 H -2.93971 0.50773 0.49363
65 H -3.38518 -0.06006 2.13060
66 H -3.68804 -2.37447 1.21771
67 H -4.80412 -1.17644 0.54142



5.
The following is a DFT calculation (wB97M-V/def2-TZVPD) of C6H12O in the gas phase.

Results
LUMO energy   1.13 eV
SMILES   CC[C@H]1CCCO1
DFT total energy   -311.043961 Eh
Energy relative to the best compared isomer or geometry (same formula, charge and spin)   40.20 kJ/mol
HOMO energy   -9.49 eV
Multiplicity   1

CARTESIAN COORDINATES (ANGSTROEM)
1 C 2.53590 -0.34623 0.23390
2 C 1.42614 0.38002 -0.52146
3 C 0.16029 0.49581 0.32628
4 C -1.08427 0.99986 -0.43510
5 C -2.19784 0.04702 0.01683
6 C -1.41063 -1.22164 0.32649
7 O -0.19137 -0.77321 0.88457
8 H 2.70730 0.12809 1.20751
9 H 2.24878 -1.38405 0.42410
10 H 3.48052 -0.33921 -0.31911
11 H 1.74979 1.39528 -0.79034
12 H 1.20123 -0.13801 -1.46481
13 H 0.38605 1.15374 1.17789
14 H -1.30730 2.04571 -0.20469
15 H -0.93058 0.92585 -1.51867
16 H -2.97004 -0.10584 -0.74311
17 H -2.67889 0.41802 0.92822
18 H -1.89490 -1.87315 1.06059
19 H -1.23017 -1.80805 -0.58912



6.
The following is a DFT calculation (wB97M-V/def2-TZVPD) of C3H7NS in the gas phase in a non-equilibrium geometry.

Results
LUMO energy   0.96 eV
SMILES   CC(C)=NS
DFT total energy   -571.393497 Eh
Energy relative to the best compared isomer or geometry (same formula, charge and spin)   119.27 kJ/mol
HOMO energy   -8.55 eV
Multiplicity   1

CARTESIAN COORDINATES (ANGSTROEM)
1 C 1.23360 -0.75301 -0.43070
2 C 0.06155 0.06536 -0.03078
3 C -1.24526 -0.34473 -0.48222
4 N 0.27810 0.92467 0.84094
5 S -0.72163 2.05125 1.68018
6 H 0.98322 -1.86098 -0.36275
7 H 1.60778 -0.56557 -1.40385
8 H 2.17973 -0.61794 0.22916
9 H -1.37521 -1.36096 -0.06970
10 H -2.00515 0.28839 -0.18055
11 H -1.38145 -0.52088 -1.56572
12 H 0.38471 2.69439 1.77599



7.
The following is a DFT calculation (wB97M-V/def2-TZVPD) of a molecular structure, C32H21F6N4RuS2Sb in a non-equilibrium geometry.

Results
LUMO energy (spin up / spin down)   -12.89 / -12.92 eV
⟨S²⟩   0.8176
Charge   +3
DFT total energy   -3180.793192 Eh
HOMO energy (spin up / spin down)   -15.44 / -15.43 eV
Multiplicity   2

CARTESIAN COORDINATES (ANGSTROEM)
1 Ru -0.61914 -0.21420 -0.84725
2 C -0.92183 3.70772 -4.87701
3 C -0.08432 2.63704 -4.58030
4 C -0.44540 1.72400 -3.61036
5 C -1.64326 1.89229 -2.90573
6 C -2.49745 2.97053 -3.21753
7 C -2.13373 3.85955 -4.20218
8 N -1.99487 0.96247 -1.92692
9 N -3.18722 0.92054 -1.54367
10 C -3.46865 -0.01690 -0.58978
11 C -4.77895 -0.19203 -0.14980
12 C -5.05255 -1.17843 0.78193
13 C -4.01651 -1.96250 1.28494
14 C -2.70451 -1.77216 0.86729
15 C -2.39012 -0.81037 -0.08844
16 H -0.64069 4.41408 -5.64597
17 H 0.84706 2.50951 -5.11370
18 H 0.16364 0.84887 -3.43619
19 H -3.42985 3.06534 -2.68032
20 H -2.79565 4.67319 -4.46600
21 H -5.55391 0.44722 -0.54943
22 H -6.06539 -1.33565 1.12505
23 H -4.23765 -2.73093 2.01288
24 H -1.93384 -2.40611 1.28819
25 S 0.87185 -5.60689 -1.50077
26 C 1.46567 -7.16214 -1.30459
27 C 2.15189 -7.35140 -0.09231
28 C 2.19052 -6.20741 0.67819
29 C 1.52473 -5.12912 0.08285
30 C 1.33382 -3.80847 0.59020
31 C 0.48710 -2.88824 -0.08979
32 N 0.31386 -1.65662 0.31168
33 C 0.94498 -1.20429 1.42210
34 C 1.77752 -2.04585 2.19261
35 C 2.45911 -1.50262 3.32756
36 C 2.35040 -0.19200 3.64373
37 C 1.54623 0.68897 2.85164
38 C 1.44102 2.05859 3.09612
39 C 0.68479 2.87976 2.25388
40 C 0.05263 2.26171 1.13555
41 N 0.10806 0.97690 0.92575
42 C 0.83502 0.16989 1.74452
43 C 0.51469 4.27576 2.50105
44 C -0.24985 5.20950 1.78953
45 C -0.23755 6.46358 2.36614
46 C 0.54489 6.50939 3.53155
47 S 1.26160 5.04241 3.91598
48 C 1.96103 -3.35827 1.75682
49 H 1.31328 -7.90902 -2.07131
50 H 2.59243 -8.29606 0.18992
51 H 2.67732 -6.16876 1.64073
52 H -0.05205 -3.18262 -0.98335
53 H 3.09175 -2.15988 3.90852
54 H 2.89492 0.21436 4.48529
55 H 1.96261 2.48146 3.94573
56 H -0.48787 2.84835 0.40380
57 H -0.80008 4.99242 0.88699
58 H -0.76746 7.32281 1.98258
59 H 0.70356 7.37612 4.15825
60 H 2.62633 -4.00670 2.31079
61 F 0.78072 -1.32932 -2.40831
62 Sb 2.69320 -0.58331 -2.23623
63 F 2.32589 0.24943 -3.87982
64 F 1.42777 0.81442 -1.41496
65 F 4.31949 0.30119 -2.13958
66 F 2.83159 -0.99976 -0.35541
67 F 3.11740 -2.40137 -2.48331



8.
The following is a DFT calculation (wB97M-V/def2-TZVPD) of 2 unconnected molecules or ions with the total composition C2H7NO in a non-equilibrium geometry.

Results
LUMO energy   0.93 eV
SMILES   C=NC.O
DFT total energy   -210.336345 Eh
Energy relative to the best compared isomer or geometry (same formula, charge and spin)   163.84 kJ/mol
HOMO energy   -10.80 eV
Multiplicity   1

CARTESIAN COORDINATES (ANGSTROEM)
1 C -0.88172 -0.14185 0.05782
2 N 0.30616 0.20886 -0.19912
3 C 0.47167 1.59691 0.20340
4 H -1.21682 -1.12643 -0.28314
5 H -1.69895 0.32430 0.61146
6 H -0.45398 2.04039 0.77999
7 H 0.72625 2.23519 -0.65270
8 H 1.32057 1.72204 0.90569
9 O 0.64131 -2.58474 -0.52782
10 H -0.25461 -2.52805 -0.51862
11 H 1.04013 -1.74661 -0.37698